Record 1
The following is a DFT calculation (ωB97M-V with the def2-TZVPD basis set) of a molecular structure, C42H60N2P2Re.

Each line ends with the Löwdin spin population.
Element x y z (Å)
Re  -0.48  -0.02  0.01  2.022
P  -0.48  -2.37  -0.75  0.055
P  -0.76  2.40  -0.51  0.045
N  -0.45  -0.16  2.00  0.326
N  0.99  0.15  -1.18  0.067
C  3.12  1.41  -1.17  0.008
C  -2.81  3.19  1.15  0.001
C  0.89  -2.19  -1.92  0.021
C  0.80  -0.01  2.83  0.021
C  1.39  -0.88  -2.09  0.012
C  -2.01  -3.80  -2.66  0.000
C  -2.34  -0.03  3.69  0.053
C  1.63  -1.30  2.72  0.015
C  -4.09  -0.29  1.50  0.008
C  -3.72  -0.02  3.88  0.004
C  -1.80  -0.18  2.41  0.018
C  1.30  -3.18  -2.80  0.001
C  3.10  3.80  -0.84  0.013
C  1.93  0.45  5.03  -0.001
C  -2.00  -2.54  -1.80  0.005
C  1.73  1.39  -1.09  0.026
C  -4.58  -0.13  2.80  0.043
C  0.43  -5.03  -0.24  0.002
C  1.72  3.77  -0.71  0.002
C  2.71  1.61  4.42  0.001
C  2.74  -0.84  4.90  0.000
C  -0.79  2.09  -3.31  0.002
C  -4.26  0.13  5.28  -0.001
C  -1.44  3.67  0.64  0.008
C  -2.72  -0.33  1.35  0.053
C  -0.54  -3.95  0.23  0.011
C  2.17  -2.91  -3.85  0.013
C  1.03  2.57  -0.82  0.028
C  -1.50  2.81  -2.16  -0.002
C  -3.02  2.62  -2.22  0.000
C  2.21  -0.60  -3.18  0.011
C  1.62  1.14  2.23  0.017
C  2.97  1.31  2.94  0.002
C  -0.42  -3.75  1.74  0.000
C  3.77  0.01  2.79  0.000
C  0.58  0.28  4.32  -0.001
C  3.80  2.62  -1.04  0.005
C  -2.20  -1.31  -2.68  0.026
C  -0.57  4.05  1.84  0.000
C  2.98  -1.14  3.42  0.002
C  -5.01  -0.46  0.33  -0.001
C  2.60  -1.61  -4.05  -0.001
H  2.48  -3.70  -4.51  0.001
H  3.66  1.74  4.95  0.000
H  -3.91  1.06  5.73  0.000
H  -3.14  -1.39  -3.24  0.002
H  -1.58  4.56  0.00  0.001
H  -1.83  -4.71  -2.08  0.000
H  -3.32  1.61  -1.93  0.000
H  1.73  0.65  6.08  0.000
H  -3.47  2.84  0.37  0.000
H  -1.28  3.88  -2.25  -0.001
H  0.93  -4.19  -2.69  0.000
H  -5.34  0.14  5.29  0.000
H  -0.65  3.29  2.61  0.000
H  -1.27  -3.74  -3.46  0.000
H  3.70  -0.74  5.42  0.000
H  -0.01  1.20  4.44  0.000
H  -0.96  4.98  2.27  0.000
H  -2.26  -0.38  -2.09  0.016
H  -3.91  -0.69  5.91  0.000
H  -2.99  -3.90  -3.13  0.000
H  3.54  -2.07  3.32  0.001
H  3.24  -1.37  -4.89  0.000
H  -3.30  4.02  1.66  0.000
H  2.15  2.55  4.52  0.000
H  -1.22  2.45  -4.25  0.000
H  -2.42  -0.49  0.29  0.021
H  3.63  4.74  -0.77  0.001
H  0.35  -5.88  0.44  0.001
H  -5.66  -0.11  2.96  0.002
H  1.18  4.70  -0.54  0.000
H  0.28  2.30  -3.33  0.000
H  3.95  -0.19  1.73  0.000
H  -1.39  -1.20  -3.40  0.000
H  -2.80  -2.60  -1.06  0.000
H  4.88  2.63  -1.11  0.000
H  0.21  -5.40  -1.24  0.000
H  0.05  -0.55  4.79  0.000
H  -3.35  2.79  -3.24  0.000
H  -2.67  2.38  1.87  0.000
H  -5.92  0.12  0.46  0.000
H  3.50  2.13  2.47  0.001
H  -0.98  -2.90  2.11  0.000
H  1.04  2.06  2.27  0.000
H  -0.79  -4.65  2.23  0.000
H  -4.53  -0.15  -0.61  0.000
H  0.63  -3.64  2.02  0.000
H  -0.94  1.01  -3.27  0.002
H  3.68  0.50  -1.31  0.000
H  4.74  0.11  3.27  0.000
H  0.47  4.21  1.61  0.000
H  1.83  0.91  1.19  0.005
H  -1.56  -4.28  0.02  0.000
H  -3.55  3.33  -1.59  0.000
H  1.07  -2.10  3.21  0.000
H  1.77  -1.56  1.67  0.001
H  2.21  -1.67  5.38  0.000
H  -5.31  -1.51  0.22  0.000
H  2.54  0.42  -3.37  0.001
H  1.46  -4.68  -0.21  0.000
H  -1.71  0.08  4.55  0.002

net charge = +2
LUMO energy (alpha / beta) = -6.245 / -7.206 eV
HOMO (alpha / beta) = -12.98 / -13.42 eV
spin multiplicity = 4
energy relative to the best compared isomer or geometry (same formula, charge and spin) = 37.66 kJ/mol
frontier orbital gap (alpha / beta) = 6.731 / 6.218 eV
⟨S²⟩ = 3.77

Record 2
The following is a DFT calculation (ωB97M-V with the def2-TZVPD basis set) of 20 unconnected molecules or ions with the total composition C30H10Cl76FNO4 at a distorted geometry.

Each line ends with the Mulliken charge.
Element x y z (Å)
Cl  1.26  -5.36  0.57  -0.039
Cl  14.86  -1.45  3.30  -0.072
Cl  -4.55  0.17  6.20  -0.014
Cl  6.80  2.18  -6.15  -0.096
Cl  15.85  -2.95  5.57  -0.100
Cl  -7.28  4.35  6.76  -0.057
Cl  -3.09  -4.95  -3.52  -0.075
Cl  -2.46  5.12  3.72  -0.117
Cl  1.69  -7.68  -1.08  -0.005
Cl  -4.01  -1.72  0.80  0.064
Cl  -14.47  -2.54  -1.95  -0.102
Cl  5.30  -9.18  -4.90  -0.087
Cl  -11.37  -0.14  1.94  0.011
Cl  -13.94  -0.86  6.96  -0.099
Cl  -4.80  -2.57  7.08  -0.099
Cl  -5.23  4.86  8.73  -0.110
Cl  12.97  1.91  1.15  -0.101
Cl  -2.50  3.65  6.22  -0.067
Cl  12.52  1.25  3.93  -0.020
Cl  -6.76  -1.44  1.66  -0.041
Cl  3.86  -2.94  -2.30  0.242
Cl  11.50  6.99  -7.31  -0.103
Cl  7.96  3.04  -2.62  -0.012
Cl  8.45  3.86  0.11  -0.124
Cl  -12.29  -3.20  6.53  -0.092
Cl  5.79  -4.41  -3.91  -0.120
Cl  10.46  0.72  1.96  -0.056
Cl  -0.13  -7.82  1.18  -0.114
Cl  0.90  1.85  -4.80  -0.030
Cl  3.31  -5.68  -3.13  -0.033
Cl  13.05  -3.09  4.84  -0.092
Cl  7.44  -0.63  -6.50  -0.086
Cl  3.07  -9.42  -3.07  -0.033
Cl  -15.10  -3.27  5.86  -0.105
Cl  9.08  7.76  -5.91  -0.097
Cl  -0.16  3.36  -7.03  -0.112
Cl  -4.77  5.55  5.96  -0.007
Cl  -12.36  -1.17  -0.51  -0.017
Cl  -11.71  -2.82  -2.80  -0.099
Cl  14.12  -0.66  5.99  -0.104
Cl  2.62  -9.53  -5.93  -0.104
Cl  -8.72  3.50  -0.98  0.021
Cl  -6.97  -1.32  5.62  0.039
Cl  -8.96  1.36  2.53  -0.024
Cl  10.14  1.85  -1.13  -0.071
Cl  -6.39  -0.50  8.33  -0.101
Cl  -0.86  4.10  -4.32  -0.111
Cl  -4.06  -6.42  -1.22  -0.069
Cl  -6.67  7.07  7.53  -0.103
Cl  -11.84  2.57  -2.19  -0.053
Cl  3.95  -11.72  -4.59  -0.105
Cl  -2.53  -3.97  -0.85  -0.020
Cl  -12.92  2.25  -4.87  -0.118
Cl  11.08  3.45  2.71  -0.089
Cl  5.34  -5.14  -1.14  -0.130
Cl  -11.89  4.81  -4.01  -0.101
Cl  -4.65  -0.07  3.08  0.062
Cl  -0.30  3.30  4.37  -0.109
Cl  11.30  6.62  -4.44  -0.088
Cl  9.22  1.40  -7.53  -0.093
Cl  -13.27  -1.69  4.27  -0.011
Cl  -10.07  2.61  -4.49  -0.076
Cl  10.31  4.61  -1.99  -0.050
Cl  -0.83  -6.31  -1.19  -0.032
Cl  -2.93  2.26  3.73  0.058
Cl  -1.91  1.66  -5.47  -0.093
Cl  -9.21  -1.39  3.41  -0.110
Cl  -5.23  -3.87  -1.90  -0.086
Cl  -7.36  5.74  -2.21  -0.112
Cl  -10.79  0.68  4.67  -0.062
Cl  -13.09  -0.30  -3.17  -0.004
Cl  9.74  4.96  -6.23  -0.003
Cl  -5.98  3.22  -1.85  -0.082
Cl  -6.61  4.86  0.45  -0.058
Cl  8.99  1.00  -4.68  -0.022
Cl  -5.39  0.79  0.42  0.026
F  -1.89  0.72  1.89  -0.106
O  2.78  -2.24  0.98  -0.556
O  7.48  0.56  -0.01  -0.276
O  3.96  -0.02  -0.67  -0.133
O  2.48  -0.18  -3.15  -0.506
N  3.12  -1.07  -1.08  0.038
C  1.03  0.16  -1.13  0.189
C  9.22  3.34  -1.41  0.232
C  -7.17  4.33  -1.15  0.205
C  -5.68  -1.05  6.81  0.162
C  -2.05  3.58  4.51  0.189
C  8.11  0.99  -6.22  0.266
C  -0.51  2.74  -5.41  0.338
C  14.47  -2.04  4.92  0.362
C  4.57  -4.55  -2.62  0.167
C  -3.72  -4.80  -1.87  0.223
C  5.56  2.11  -0.13  -0.622
C  -0.04  1.10  -1.40  -0.204
C  3.74  -9.96  -4.62  0.317
C  -1.03  1.29  -0.33  -0.402
C  11.76  1.83  2.44  0.247
C  -5.20  -0.61  1.49  -0.040
C  -11.68  3.06  -3.89  0.348
C  5.29  -0.49  -0.38  -0.584
C  6.10  0.70  0.31  0.420
C  -12.91  -1.71  -2.11  0.197
C  0.15  -0.40  1.21  -0.433
C  0.50  -6.80  -0.13  0.180
C  1.15  -0.56  0.16  0.328
C  -10.08  0.13  3.14  0.163
C  2.23  -0.32  -1.99  0.465
C  -5.99  5.46  7.24  0.261
C  10.41  6.58  -5.97  0.294
C  -0.93  0.54  0.92  0.112
C  -13.65  -2.26  5.91  0.296
C  2.42  -1.46  0.16  0.220
H  0.23  -0.97  2.16  0.515
H  4.72  2.45  0.52  0.326
H  5.25  2.12  -1.21  0.149
H  7.74  -0.36  0.20  0.254
H  5.29  -1.34  0.36  0.310
H  5.84  -0.84  -1.28  0.258
H  -0.07  1.63  -2.37  -0.169
H  6.37  2.89  -0.04  -0.129
H  -1.87  2.00  -0.48  0.519
H  5.92  0.63  1.42  0.111

LUMO energy = -0.945 eV
HOMO = -9.78 eV
frontier orbital gap = 8.836 eV

Record 3
The following is a DFT calculation (ωB97M-V with the def2-TZVPD basis set) of 3 unconnected molecules or ions with the total composition C4H16N2O2 at a distorted geometry.

Each line ends with the natural charge from an NBO analysis.
Element x y z (Å)
O  2.70  2.31  0.11  -1.010
O  -3.37  -0.27  0.96  -1.104
N  0.14  -1.09  1.19  -0.758
N  0.13  1.10  -0.70  -0.745
C  -0.36  -2.44  1.13  -0.491
C  -0.76  1.65  -1.73  -0.546
C  0.81  -0.18  -0.99  -0.238
C  1.30  -0.81  0.38  -0.265
H  -0.01  -3.03  0.29  0.188
H  0.17  -0.63  2.09  0.314
H  2.14  2.92  0.61  0.439
H  -0.32  1.04  0.21  0.320
H  -1.27  2.45  -1.18  0.187
H  1.98  -1.61  0.12  0.169
H  -0.02  2.13  -2.39  0.178
H  1.93  1.92  -0.38  0.487
H  -2.82  0.26  1.57  0.353
H  -1.47  0.94  -2.20  0.169
H  -2.83  -0.39  0.16  0.445
H  -1.39  -2.57  0.77  0.185
H  1.88  0.05  0.88  0.210
H  -0.25  -2.83  2.19  0.183
H  1.58  0.02  -1.73  0.174
H  0.10  -0.93  -1.36  0.155

net charge = -1
LUMO energy (alpha / beta) = 3.861 / 3.631 eV
HOMO (alpha / beta) = 0.94 / -5.09 eV
spin multiplicity = 2
energy relative to the best compared isomer or geometry (same formula, charge and spin) = 174.56 kJ/mol
frontier orbital gap (alpha / beta) = 2.916 / 8.717 eV
⟨S²⟩ = 0.75

Record 4
The following is a DFT calculation (ωB97M-V with the def2-TZVPD basis set) of a molecular structure, C23H25N2NdOS at a distorted geometry.

Each line ends with the natural charge from an NBO analysis.
Element x y z (Å)
Nd  -0.40  0.22  1.99  1.346
S  -1.37  1.64  4.20  -0.223
O  -3.42  1.08  -1.35  -0.580
N  -1.40  1.65  -2.32  -0.649
N  0.35  0.00  5.75  -0.421
C  -1.39  -2.32  -1.49  -0.614
C  -1.56  -0.01  -0.45  -0.496
C  2.17  -0.64  1.62  -0.238
C  2.12  0.12  2.82  -0.359
C  -2.21  0.93  -1.45  0.696
C  -0.23  2.42  -1.86  -0.246
C  1.91  1.48  2.48  -0.334
C  1.81  1.56  1.06  -0.357
C  2.26  2.62  -2.24  -0.249
C  3.51  0.86  -3.34  -0.219
C  -2.29  -1.70  2.23  -0.367
C  -1.39  -1.93  3.30  -0.295
C  1.09  0.71  -3.17  -0.260
C  1.97  0.25  0.53  -0.368
C  -0.38  0.71  5.14  0.034
C  -3.58  -1.67  -0.44  -0.606
C  -1.59  -1.97  1.00  -0.116
C  -2.05  -1.51  -0.37  -0.029
C  1.07  1.90  -2.44  0.038
C  2.32  0.18  -3.61  -0.204
C  -0.15  -2.36  2.77  -0.318
C  3.48  2.09  -2.66  -0.185
C  -0.28  -2.43  1.35  -0.314
H  -1.83  -2.04  -2.46  0.214
H  -3.86  -2.70  -0.16  0.222
H  -1.62  -1.82  4.36  0.260
H  0.73  -2.65  3.34  0.248
H  -1.56  -3.40  -1.34  0.231
H  -1.93  0.52  0.49  0.192
H  1.87  2.33  3.17  0.255
H  -1.97  2.16  -3.00  0.405
H  2.21  3.60  -1.75  0.215
H  0.46  -2.81  0.64  0.239
H  2.07  -0.01  -0.52  0.242
H  4.40  2.64  -2.46  0.221
H  2.32  -0.75  -4.16  0.219
H  -0.30  -2.15  -1.54  0.210
H  0.15  0.21  -3.39  0.231
H  -0.19  2.41  -0.75  0.204
H  -4.10  -0.98  0.24  0.223
H  -3.95  -1.49  -1.46  0.221
H  -3.34  -1.38  2.30  0.248
H  1.74  2.48  0.47  0.230
H  2.42  -1.70  1.53  0.225
H  4.47  0.45  -3.66  0.222
H  -0.37  3.48  -2.15  0.223
H  -0.46  0.01  -0.60  0.265
H  2.25  -0.27  3.83  0.269

LUMO energy (alpha / beta) = -0.351 / -0.292 eV
HOMO (alpha / beta) = -8.16 / -8.29 eV
spin multiplicity = 4
energy relative to the best compared isomer or geometry (same formula, charge and spin) = 0.00 kJ/mol
frontier orbital gap (alpha / beta) = 7.811 / 7.995 eV
⟨S²⟩ = 3.75

| no. | E (Ha) |
| --- | --- |
| 1 | -2506.43457 |
| 2 | -36578.92326 |
| 3 | -421.89340 |
| 4 | -2035.81709 |